# C50H46N8O4P2S2Ti

C50H46N8O4P2S2Ti as an isolated structure (the ωB97M-V functional and the def2-TZVPD basis, OMol25).

XYZ file:
```
113
Properties=species:S:1:pos:R:3:forces:R:3:mulliken_charge:R:1
Ti -0.535 -1.376 0.375 0.035 0.841 -0.097 -0.919
O -0.397 -4.528 -2.276 -0.082 0.142 -0.075 -0.572
C -0.695 -3.625 -1.546 0.023 -0.144 -0.073 0.103
N 0.180 -2.848 -0.769 -0.162 -0.154 0.126 1.222
C 1.466 -3.363 -0.551 -0.004 -0.127 -0.203 -0.284
O 2.006 -4.226 -1.185 0.090 0.098 0.084 -0.591
C 2.129 -2.756 0.652 0.116 -0.118 -0.112 0.102
C 3.373 -3.214 1.049 -0.065 0.065 0.012 -0.603
C 3.918 -2.715 2.223 -0.121 0.017 -0.047 -1.332
C 3.178 -1.797 2.953 -0.067 0.016 -0.049 -0.757
C 1.948 -1.381 2.475 0.058 0.079 0.147 -0.830
N 1.434 -1.830 1.324 -0.243 -0.160 -0.202 2.209
C -2.132 -3.257 -1.298 0.076 -0.156 -0.094 0.190
C -3.157 -4.082 -1.717 -0.001 0.122 0.044 -0.619
C -4.442 -3.799 -1.273 0.070 0.035 0.021 -0.829
C -4.641 -2.711 -0.435 0.100 0.093 0.041 -0.809
C -3.562 -1.911 -0.100 -0.097 -0.028 0.053 -0.482
N -2.329 -2.174 -0.543 0.132 -0.107 0.197 1.505
H 3.865 -3.957 0.437 -0.003 0.006 0.004 0.659
H 4.886 -3.046 2.568 0.033 -0.012 0.006 0.552
H 3.536 -1.396 3.891 0.020 -0.009 0.011 0.668
H 1.370 -0.658 3.030 0.040 -0.038 -0.021 0.111
H -2.921 -4.939 -2.332 0.003 0.006 -0.011 0.661
H -5.272 -4.432 -1.553 -0.021 -0.024 -0.011 0.468
H -5.616 -2.473 -0.038 -0.031 -0.006 0.003 0.587
H -3.672 -1.049 0.548 -0.040 -0.054 -0.046 0.008
C 2.549 4.211 -4.583 0.075 0.020 0.040 -0.580
S 1.057 4.014 -5.570 -0.027 0.010 -0.022 -0.054
C 0.068 3.038 -4.420 0.032 -0.006 0.074 -0.298
C 0.533 1.595 -4.270 0.097 0.006 -0.072 -0.186
C -0.434 0.747 -3.458 -0.053 0.349 -0.079 -0.541
N -0.289 1.010 -1.997 -0.048 -0.573 0.258 1.282
P 0.994 0.200 -1.168 -0.128 0.230 0.159 1.315
C 2.005 1.537 -0.485 0.184 -0.034 -0.076 0.782
C 2.859 1.301 0.588 0.034 0.047 -0.002 -0.618
C 3.755 2.275 1.003 -0.037 -0.011 -0.011 -0.664
C 3.809 3.495 0.342 0.029 -0.013 0.034 -1.055
C 2.982 3.728 -0.747 -0.018 0.013 0.000 -0.721
C 2.093 2.750 -1.166 -0.061 -0.046 0.049 0.322
C 2.119 -0.583 -2.360 0.088 0.004 0.018 1.702
C 3.424 -0.095 -2.502 0.051 0.008 0.033 -0.970
C 4.301 -0.681 -3.400 -0.018 -0.019 0.002 -0.900
C 3.897 -1.762 -4.169 -0.005 0.017 0.029 -0.926
C 2.611 -2.261 -4.031 -0.021 -0.023 -0.007 -0.953
C 1.733 -1.682 -3.133 -0.091 0.037 -0.068 -0.429
P -1.655 0.910 -0.918 0.393 -0.292 -0.334 -0.191
C -3.060 1.266 -2.027 -0.048 0.145 0.104 0.394
C -3.067 2.545 -2.601 -0.095 -0.044 0.053 -0.622
C -4.080 2.924 -3.459 0.018 0.037 -0.013 -0.790
C -5.116 2.044 -3.746 -0.058 -0.063 0.005 -0.699
C -5.125 0.783 -3.177 0.044 0.014 0.007 -0.843
C -4.097 0.393 -2.324 0.034 -0.190 -0.116 -0.133
C -1.699 2.399 0.101 -0.131 0.058 0.028 1.501
C -0.999 3.565 -0.168 0.031 -0.007 0.072 -0.005
C -1.176 4.681 0.642 0.015 -0.012 -0.020 -1.231
C -2.060 4.635 1.707 0.009 0.031 0.011 -0.915
C -2.778 3.472 1.968 -0.007 0.019 0.019 -0.611
C -2.597 2.359 1.169 0.012 -0.002 -0.008 -0.753
H 3.232 4.838 -5.153 -0.018 0.015 -0.032 0.457
H 3.049 3.263 -4.387 -0.015 -0.036 0.001 0.183
H 2.329 4.718 -3.642 -0.021 0.011 -0.010 0.050
H -0.959 3.072 -4.787 0.021 0.002 -0.097 0.345
H 0.069 3.548 -3.451 -0.084 0.020 0.010 -0.236
H 1.519 1.577 -3.801 0.020 -0.075 -0.084 -0.163
H 0.665 1.147 -5.258 -0.098 0.025 -0.015 0.520
H -0.309 -0.315 -3.673 0.063 0.043 0.017 -0.246
H -1.456 0.998 -3.736 0.042 -0.018 -0.027 1.059
H 2.849 0.349 1.096 -0.013 -0.047 0.000 0.294
H 4.416 2.078 1.836 0.013 0.009 0.012 0.496
H 4.508 4.256 0.661 0.018 0.013 0.017 0.448
H 3.042 4.667 -1.281 -0.002 0.009 -0.007 0.410
H 1.475 2.921 -2.036 -0.010 0.018 0.012 -0.468
H 3.773 0.747 -1.921 -0.044 -0.007 0.001 0.492
H 5.303 -0.286 -3.498 0.020 0.005 -0.003 0.510
H 4.583 -2.218 -4.868 0.024 -0.016 -0.025 0.438
H 2.287 -3.113 -4.612 0.002 -0.017 -0.012 0.549
H 0.744 -2.105 -3.052 -0.026 0.019 0.021 0.013
H -2.276 3.247 -2.381 0.026 0.042 0.019 0.484
H -4.070 3.912 -3.900 0.011 0.012 0.000 0.496
H -5.914 2.347 -4.410 -0.016 -0.003 -0.007 0.426
H -5.927 0.092 -3.396 -0.018 -0.012 -0.005 0.495
H -4.119 -0.607 -1.920 0.033 0.056 -0.028 0.406
H -0.325 3.611 -1.008 0.045 -0.017 -0.054 0.313
H -0.631 5.590 0.427 0.011 0.022 0.002 0.488
H -2.200 5.509 2.328 -0.013 0.010 0.022 0.439
H -3.481 3.438 2.788 -0.018 0.008 0.031 0.540
H -3.157 1.454 1.385 -0.012 -0.032 -0.021 0.154
N 1.207 -4.279 7.480 0.041 -0.039 0.105 -0.459
C 0.566 -3.816 6.386 -0.066 0.044 0.009 1.081
C -0.543 -2.954 6.519 -0.016 0.006 -0.140 -0.922
C -1.196 -2.483 5.409 0.059 -0.055 0.064 -0.537
C -0.742 -2.838 4.130 -0.054 0.083 0.184 -0.074
C 0.345 -3.700 3.985 0.102 -0.034 -0.096 -0.235
C 0.993 -4.181 5.096 -0.008 0.018 -0.056 -0.916
S -1.656 -2.341 2.768 -0.090 -0.057 -0.094 1.757
O -1.146 -3.083 1.575 -0.103 -0.057 0.340 -0.681
O -3.051 -2.383 3.056 0.091 0.020 -0.079 -0.873
N -1.231 -0.876 2.151 0.196 -0.114 0.384 0.075
C -0.788 0.237 2.865 -0.123 -0.061 -0.321 -0.183
N -0.027 1.026 2.097 -0.066 -0.073 0.168 1.871
C 0.419 2.139 2.672 -0.055 -0.068 0.083 -0.310
C 0.143 2.424 4.002 0.006 0.007 -0.047 -1.063
C -0.611 1.497 4.703 0.043 0.100 0.018 -0.978
N -1.094 0.388 4.138 -0.066 0.090 -0.134 -0.390
H 0.823 -4.126 8.396 -0.002 0.009 -0.007 0.211
H 1.902 -5.000 7.399 -0.002 0.004 -0.018 0.215
H -0.894 -2.687 7.507 -0.009 0.009 0.025 0.340
H -2.063 -1.849 5.515 -0.027 0.024 0.002 0.494
H 0.655 -4.020 2.999 -0.005 -0.013 -0.012 0.437
H 1.819 -4.869 4.982 0.029 -0.024 -0.004 0.386
H 1.013 2.801 2.053 0.022 0.019 -0.013 0.288
H 0.507 3.324 4.472 0.012 0.019 0.012 0.512
H -0.844 1.643 5.751 -0.009 -0.006 0.014 0.533
```
Positions in Å, forces in eV/Å.

Results
net charge: +2
HOMO-LUMO gap: 0.2196 Ha
LUMO: -6.29 eV
molecular weight: 996.919 g mol⁻¹
energy relative to the best compared isomer or geometry (same formula, charge and spin): 94.64 kJ/mol